Record 1
C5H11MgMnO4 as an isolated structure in a non-equilibrium geometry. Source: the OMol25 dataset; level of theory: ωB97M-V/def2-TZVPD.

Structure (XYZ):
```
22
Properties=species:S:1:pos:R:3:forces:R:3:lowdin_charge:R:1
O -1.206311 1.968689 1.019725 0.7 0.9 0.9 -0.536
C -0.086582 2.728454 0.692977 0.1 0.4 0.8 -0.318
C 0.729604 2.088574 -0.423021 -0.5 0.6 -1.2 -0.182
O 0.895378 0.692219 -0.241276 -0.4 -0.6 0.4 -0.217
C 0.471032 -0.197657 -1.282836 -2.5 0.8 -1.9 -0.217
C 0.791672 -1.571900 -0.742570 -0.3 -0.3 -0.2 -0.174
O -0.007893 -1.777540 0.426630 -0.2 -0.1 0.0 -0.328
C 0.069011 -3.042236 1.051999 0.3 -0.2 0.1 -0.058
Mn -0.898468 -0.023693 0.995655 -1.8 0.8 -1.2 0.817
H 0.531286 2.887611 1.595977 0.1 -0.1 -0.2 0.112
H -0.359701 3.746873 0.359246 0.0 -0.3 -0.1 0.120
H 1.721354 2.553734 -0.528519 -0.2 -0.1 0.1 0.131
H 0.167690 2.231902 -1.362544 0.2 0.0 0.2 0.132
H 1.032297 -0.016309 -2.209576 0.2 -0.1 0.3 0.117
H 1.841282 -1.645277 -0.413415 -0.1 0.0 -0.4 0.141
H 0.531763 -2.343966 -1.481650 0.2 0.2 0.1 0.141
H -0.692844 -3.057452 1.838831 0.2 -0.1 -0.2 0.100
H -0.139315 -3.841885 0.327069 0.1 0.2 0.2 0.104
H 1.073128 -3.150816 1.487932 -0.3 -0.3 0.0 0.102
Mg -3.176115 1.598978 0.856089 0.5 -0.5 -1.0 0.600
O -2.408861 0.177832 -0.261666 -0.1 -0.6 1.2 -0.820
H -0.879407 -0.006137 -1.705058 3.7 -0.6 2.2 0.234
```
Positions in Å, forces in eV/Å.

- lowest unoccupied orbital energy (alpha / beta) (eV) = 0.064 / -0.466
- maximum force (Eh/bohr) = 0.0841
- charge = 0
- total energy (eV) = -50315.1698
- multiplicity = 7

Record 2
C3H8S in the gas phase in a non-equilibrium geometry. Source: the OMol25 dataset; level of theory: ωB97M-V/def2-TZVPD.

Structure (XYZ):
```
12
Properties=species:S:1:pos:R:3:forces:R:3:lowdin_charge:R:1
C 1.320129 -0.359204 0.137857 0.8 2.3 0.9 -0.156
C -0.017095 -0.632349 -0.568655 -0.2 1.4 -1.5 -0.352
C -1.222420 0.135815 0.016823 -0.7 -0.7 -0.3 -0.611
S -1.062924 1.949117 -0.084826 1.0 -0.3 1.9 0.653
H 2.166999 -0.805364 -0.429118 -0.6 0.3 0.6 0.067
H 1.271372 -0.765785 1.174502 0.2 -0.1 -0.7 0.069
H 1.616436 0.803691 0.371281 -0.9 -2.7 -1.1 0.098
H -0.048099 -0.360096 -1.677602 0.7 -0.3 1.3 0.115
H -0.145312 -1.707593 -0.535253 -0.5 -0.3 0.1 0.091
H -2.193051 -0.038381 -0.512325 1.0 -0.2 0.1 0.066
H -1.415621 -0.243824 1.022500 0.0 0.6 0.2 0.067
H -0.270412 2.023973 1.084816 -0.9 0.2 -1.4 -0.106
```
Positions in Å, forces in eV/Å.

- lowest unoccupied orbital energy (eV) = 0.960
- ΔE to the lowest compared entry with this formula, charge and spin (kcal/mol) = 12.14
- maximum force (Eh/bohr) = 0.0598
- charge = 0
- SMILES string = CCCS
- total energy (eV) = -14075.3950

Record 3
C24H22Cl2N4PdS as an isolated structure. Source: the OMol25 dataset; level of theory: ωB97M-V/def2-TZVPD.

Structure (XYZ):
```
54
Properties=species:S:1:pos:R:3:forces:R:3:lowdin_charge:R:1
Pd 0.970912 -1.906391 -0.512710 0.2 0.9 0.0 0.529
C 4.994169 -0.019561 -1.379743 0.0 0.0 0.0 0.009
C 3.598493 -0.555720 -1.300393 0.3 0.0 0.3 -0.231
N 3.136821 -1.260186 -0.348499 -0.2 -0.4 -0.2 -0.028
N 3.756450 -1.651101 0.783932 0.1 0.1 0.1 0.037
C 3.009679 -2.283478 1.727405 -0.1 -0.1 0.0 -0.713
N 3.625518 -2.613223 2.855009 0.1 0.0 -0.1 0.136
S 1.346409 -2.700041 1.585214 0.0 -0.1 0.2 0.714
C 2.597329 -0.268100 -2.371316 -0.1 0.0 -0.2 -0.190
C 2.919115 0.546284 -3.443750 0.1 -0.1 0.1 0.017
C 1.974267 0.801558 -4.427976 -0.1 0.0 -0.1 -0.007
C 0.722521 0.228802 -4.320873 0.0 0.0 0.0 -0.011
C 0.452657 -0.567081 -3.218661 0.0 0.0 0.0 -0.087
N 1.355456 -0.807285 -2.269696 -0.2 0.1 0.0 -0.023
H 5.663974 -0.562550 -0.714649 0.0 0.0 0.0 0.081
H 5.021347 1.037048 -1.105856 0.0 0.0 0.0 0.113
H 5.395669 -0.118772 -2.386164 0.0 0.0 0.0 0.097
H 4.713103 -1.383693 0.986596 0.0 0.0 0.0 0.163
H 4.608104 -2.451195 3.011354 0.0 0.0 0.0 0.135
H 3.109358 -3.082490 3.582111 0.0 0.0 0.0 0.120
H 3.904734 0.981287 -3.517566 0.0 0.0 0.0 0.120
H 2.223620 1.436472 -5.267147 0.0 0.0 0.0 0.129
H -0.043521 0.387646 -5.065819 0.0 0.0 0.0 0.125
H -0.516319 -1.027691 -3.083343 0.0 0.0 0.0 0.125
C -0.333029 -0.652358 0.169990 -0.1 -0.3 -0.1 -0.109
C -1.126891 0.163436 0.614532 0.1 -0.1 -0.1 -0.087
C -2.096989 1.029953 1.096924 -0.1 0.1 0.1 -0.069
C -2.618712 0.825553 2.428617 0.0 0.0 -0.1 -0.170
C -2.628540 -0.462759 2.989521 0.0 0.0 0.0 0.005
C -3.135043 -0.660339 4.255659 0.0 0.0 0.0 -0.041
C -3.596450 0.425664 4.996024 0.0 0.0 0.0 -0.025
C -3.554415 1.711392 4.470027 0.0 0.0 0.0 -0.036
C -3.079752 1.914693 3.189235 0.0 0.0 0.0 -0.005
C -2.562048 2.105604 0.249809 0.0 0.0 0.0 -0.171
C -3.876895 2.588292 0.360352 0.0 0.0 0.0 -0.003
C -4.319773 3.593823 -0.476800 0.0 0.0 0.0 -0.035
C -3.456549 4.141917 -1.417481 0.0 0.0 0.0 -0.028
C -2.153098 3.667387 -1.542359 0.0 0.0 0.0 -0.048
C -1.712047 2.644105 -0.731472 0.0 0.0 0.0 -0.004
H -2.271976 -1.297338 2.400245 0.0 0.0 0.0 0.117
H -3.176150 -1.655875 4.675347 0.0 0.0 0.0 0.117
H -3.984749 0.267734 5.993485 0.0 0.0 0.0 0.122
H -3.888012 2.551059 5.063516 0.0 0.0 0.0 0.121
H -3.014719 2.916253 2.787558 0.0 0.0 0.0 0.126
H -4.558171 2.133164 1.065743 0.0 0.0 0.0 0.127
H -5.338798 3.947247 -0.404535 0.0 0.0 0.0 0.121
H -3.801995 4.938086 -2.063372 0.0 0.0 0.0 0.121
H -1.489573 4.105449 -2.275347 0.0 0.0 0.0 0.114
H -0.699153 2.271200 -0.812013 0.0 0.0 0.0 0.113
Cl 2.063966 -3.998038 -1.661875 0.0 -0.1 0.0 0.561
C 0.789336 -5.237516 -1.367792 0.1 -0.1 0.0 -0.929
Cl -0.772092 -4.491350 -1.116670 -0.1 -0.1 0.0 0.556
H 1.085203 -5.785220 -0.481539 0.0 0.0 0.0 0.039
H 0.767250 -5.861749 -2.252810 0.0 0.0 0.0 0.041
```
Positions in Å, forces in eV/Å.

- lowest unoccupied orbital energy (eV) = -6.955
- ΔE to the lowest compared entry with this formula, charge and spin (kcal/mol) = 26.64
- maximum force (Eh/bohr) = 0.0171
- charge = +2
- total energy (eV) = -70549.2892